Molecular formula: C3H3FNaO
Method: DFT, wB97M-V/def2-TZVPD

CARTESIAN COORDINATES (ANGSTROEM)
H -1.05 -1.22 1.00
O 2.08 0.38 -0.43
C -0.40 0.47 -0.11
C -1.31 -0.69 0.07
C 0.91 0.41 -0.35
F -0.89 1.70 0.20
H -1.22 -1.38 -0.78
H -2.34 -0.29 0.11
Na 4.22 0.62 0.29

Results
E_LUMO, eV: -4.8
Frontier orbital gap, eV: 7.804
Spin multiplicity: 1
Total charge: +1
E, eV: -12333.622
M, g/mol: 97.04